Below is a cluster of 6 separate species, C47H62F3N3O13S in total in a non-equilibrium geometry, with properties calculated with the ωB97M-V functional and the def2-TZVPD basis.

Structure (XYZ):
```
129
Properties=species:S:1:pos:R:3:forces:R:3
C 5.948564 -0.473922 -2.560556 -0.5 -0.8 1.1
C 4.611107 -1.024509 -2.509046 -0.2 0.5 -0.1
C 3.407290 -0.427665 -1.623967 -0.9 -0.4 1.2
N 2.231540 -0.051827 -2.333745 1.7 -0.5 4.7
C 1.198720 0.425573 -1.450839 -0.5 0.2 -0.2
C -0.164442 0.864229 -2.134127 -1.8 1.2 4.3
O -0.398024 0.850975 -3.546866 0.9 -2.7 2.0
C -0.288943 -0.456240 -4.104242 1.2 -0.8 -4.6
O 0.002282 -0.518224 -5.337315 -1.4 0.4 5.3
C -0.488588 -1.829693 -3.333553 0.1 -3.3 2.1
C 0.667343 -2.894894 -3.490867 -2.4 -0.8 1.6
C 0.620895 -4.310266 -2.841838 -2.6 2.7 0.2
C -0.619055 -4.735510 -2.005441 0.7 4.1 -2.0
C -1.757269 -3.676287 -1.822453 2.4 0.1 -1.6
C -1.714809 -2.242301 -2.478211 2.9 -2.4 -0.4
C -1.354989 1.396521 -1.254489 2.8 -0.6 -0.1
C -2.714988 1.856549 -1.982913 1.2 -1.6 -1.0
O -3.154972 3.147266 -1.470152 -3.0 -0.7 -0.3
C -4.512219 3.402920 -1.774016 0.9 1.6 1.1
F -4.844054 4.626602 -1.092468 0.7 -3.1 -1.9
F -5.424302 2.435037 -1.284719 2.1 2.3 -2.0
F -4.625423 3.647294 -3.165839 -0.6 -1.0 3.1
C -1.205626 1.505009 0.304003 3.7 -1.5 -0.7
C -2.314660 2.067204 1.316727 1.9 0.2 0.0
S -3.939122 1.164569 1.236834 1.1 -0.3 0.1
C -3.492317 -0.576147 1.792537 0.1 -0.4 0.3
C -4.562991 -1.578595 1.132832 0.6 0.2 0.1
C 0.142150 1.064931 0.920262 -1.3 0.1 -2.6
C 1.372762 0.518536 0.083052 -2.5 1.2 0.1
N 2.560249 0.192851 0.829550 0.6 -1.0 -6.0
C 3.554125 -0.281341 -0.075939 -0.7 0.3 0.7
C 4.958552 -0.707416 0.560445 3.9 -0.6 1.9
C 5.280927 -2.116008 1.145355 0.7 1.0 -0.4
C 6.628276 -2.552169 1.760636 -1.2 3.3 -1.3
N 7.704455 -1.625670 1.870947 -3.9 0.9 -1.6
C 7.440771 -0.317540 1.382076 -1.2 0.5 -0.7
C 6.188046 0.282054 0.704472 -0.9 -4.0 1.1
H 6.364820 0.188952 -3.401065 -0.3 -2.5 0.3
H 6.665751 -0.783555 -1.704891 -1.5 2.3 -0.6
H 4.363003 -1.935189 -3.181416 -0.5 2.8 -0.2
H 1.581329 -2.612128 -4.115167 -1.5 -0.4 1.0
H 1.528644 -4.999026 -3.012824 -1.8 1.2 0.3
H -0.632295 -5.788369 -1.572388 -0.3 1.8 -0.5
H -2.653518 -4.019770 -1.182592 1.5 0.9 -1.3
H -2.580679 -1.518263 -2.325337 1.4 -1.2 -0.2
H -2.583517 1.979989 -3.127265 0.1 -0.3 2.0
H -3.469022 1.001491 -1.819297 0.8 1.6 0.1
H -1.882521 1.986927 2.389685 -0.7 0.0 -1.8
H -2.403246 3.198325 1.101553 -0.5 -1.9 0.3
H -3.538701 -0.629104 2.944419 0.1 0.1 -1.9
H -2.411753 -0.821957 1.460213 -1.8 0.4 0.4
H -5.640021 -1.263768 1.362861 1.6 -0.4 -0.3
H -4.416826 -1.607052 -0.010473 -0.3 0.0 1.8
H -4.376214 -2.615562 1.576883 -0.4 1.4 -0.7
H 0.263864 1.148185 2.063596 -0.2 -0.2 -2.1
H 4.448567 -2.911921 1.090119 1.4 1.4 0.2
H 6.792516 -3.615165 2.178831 -0.4 2.0 -0.9
H 8.313550 0.431743 1.510251 -1.6 -1.5 -0.3
H 6.124247 1.367652 0.323340 0.3 -2.0 0.8
C 13.761035 2.254247 0.350069 0.0 0.2 -0.2
C 12.742381 1.283539 0.913648 0.3 0.1 -0.1
O 11.420365 1.838413 0.863609 -0.4 -0.1 0.4
C 10.605894 1.770333 -0.206063 -0.5 0.3 -0.3
C 11.181522 1.355113 -1.531283 0.0 -0.7 -0.2
O 9.448019 2.111756 -0.112631 0.8 -0.2 0.3
H 13.571568 2.469479 -0.703952 0.1 -0.1 0.0
H 14.771636 1.849826 0.443824 -0.1 0.0 0.0
H 13.712743 3.208270 0.881534 0.0 -0.1 0.0
H 12.778245 0.306775 0.425811 -0.1 0.1 -0.1
H 12.961330 1.108774 1.969537 -0.3 0.1 -0.1
H 11.485002 2.244791 -2.085158 0.0 -0.1 0.0
H 10.407502 0.828158 -2.092967 0.0 0.3 0.0
H 12.020823 0.667085 -1.450811 0.1 0.2 0.0
C 1.350148 -2.020086 6.911935 0.0 0.2 0.2
C 0.840725 -2.057971 5.484887 0.4 0.0 0.2
O -0.222119 -1.111384 5.292219 -0.6 0.0 -0.3
C -0.035148 0.184129 4.986882 -0.2 0.4 0.1
C 1.340992 0.771578 5.133639 0.4 0.0 -0.5
O -0.976663 0.880113 4.671437 0.3 -0.7 0.1
H 1.774651 -1.045093 7.161919 0.1 -0.1 -0.1
H 2.118264 -2.781362 7.066858 -0.1 0.0 -0.1
H 0.530991 -2.197921 7.614085 0.1 -0.1 -0.1
H 1.635254 -1.911889 4.751108 -0.1 0.0 0.1
H 0.414093 -3.043220 5.284287 -0.2 0.2 -0.1
H 1.439148 1.211162 6.127407 0.0 0.0 -0.1
H 1.464494 1.553069 4.380822 -0.1 0.0 0.2
H 2.144811 0.057529 4.965387 0.0 0.0 0.2
C -8.047587 5.266050 -1.673407 0.0 -0.1 0.1
C -8.657280 6.625325 -1.951976 0.2 -0.2 0.1
O -9.907908 6.778321 -1.266662 -0.4 0.2 -0.3
C -10.031952 7.199016 0.007400 -0.5 0.0 0.6
C -8.807770 7.241737 0.879502 0.4 0.6 0.0
O -11.123042 7.463759 0.457851 0.6 -0.2 -0.7
H -7.820396 5.136811 -0.612765 0.1 0.1 -0.1
H -7.124906 5.133261 -2.242844 -0.1 0.0 0.0
H -8.747100 4.471330 -1.945910 0.1 0.2 -0.1
H -7.976439 7.446834 -1.717487 0.0 -0.1 0.1
H -8.880424 6.705180 -3.018533 -0.2 0.1 0.2
H -8.721126 6.299458 1.422625 0.0 0.1 0.0
H -8.922320 8.059523 1.593814 -0.2 -0.3 0.0
H -7.886002 7.439538 0.335683 0.0 -0.2 0.0
C 3.683626 -7.223390 1.031399 -0.1 0.1 -0.1
C 3.985942 -6.947355 2.490887 -0.1 -0.2 -0.3
O 3.838452 -5.552343 2.791818 0.4 0.3 0.3
C 2.673172 -4.963388 3.122488 -0.3 0.5 0.0
C 1.390288 -5.712845 2.892654 -0.3 -0.4 0.5
O 2.660660 -3.822173 3.525575 0.4 -0.8 -0.3
H 2.649655 -6.975509 0.780790 0.0 -0.1 0.1
H 3.853409 -8.276493 0.795201 0.0 0.1 0.0
H 4.320828 -6.610917 0.387898 0.0 -0.1 0.1
H 3.387297 -7.561635 3.167322 -0.1 0.1 -0.1
H 5.030596 -7.195427 2.692588 -0.1 0.3 0.1
H 0.996396 -5.456091 1.907935 0.0 0.0 0.1
H 0.672390 -5.409636 3.657543 0.1 0.2 -0.2
H 1.489486 -6.793111 2.979668 0.0 0.0 -0.2
C -9.609822 1.885581 -2.479575 -0.1 0.1 -0.1
C -9.045843 0.490463 -2.660953 0.0 0.3 0.0
O -9.833867 -0.266639 -3.589713 -0.1 -0.5 0.2
C -9.672099 -0.237427 -4.927075 -0.4 -0.2 -0.6
C -8.828060 0.850158 -5.531984 0.7 -0.1 -0.1
O -10.258977 -1.028728 -5.628948 0.3 0.4 0.8
H -9.589958 2.452310 -3.413378 0.1 0.0 0.1
H -9.039611 2.436629 -1.728798 0.0 -0.1 0.0
H -10.654707 1.836321 -2.162001 0.1 -0.1 0.1
H -7.992843 0.497963 -2.952273 -0.1 0.0 -0.1
H -9.098208 -0.042606 -1.708731 -0.1 -0.1 -0.2
H -9.467632 1.691211 -5.803951 0.0 0.0 0.0
H -8.350745 0.455599 -6.431231 -0.3 0.1 0.0
H -8.022513 1.193793 -4.885651 -0.1 0.2 0.1
```
Positions in Å, forces in eV/Å.

Properties
Multiplicity = 1
Kohn-Sham gap = 6.6 eV
Net charge = 0

Atom charges from the Löwdin analysis, given in e for atoms 1 to 8: C 0.008; C -0.092; C -0.133; N 0.137; C -0.079; C -0.072; O 0.007; C -0.331



Below is a structure of composition C47H63BrF4GeMgNO3PSi2Te, with properties calculated with the ωB97M-V functional and the def2-TZVPD basis.

Structure (XYZ):
```
125
Properties=species:S:1:pos:R:3:forces:R:3
Mg -0.303825 -0.367382 -1.464579 0.6 0.2 -0.2
C 0.923407 -4.028253 -1.376068 0.0 0.0 0.0
C -0.395667 -3.646843 -2.036949 0.1 0.0 0.0
C -1.565574 -3.981117 -1.118227 0.0 0.0 0.0
C -0.549292 -4.391392 -3.356974 0.0 0.0 0.0
O -0.378581 -2.228355 -2.261477 -0.1 -0.1 -0.1
Ge -0.541127 -1.282190 -3.959264 0.1 -0.1 -0.1
O 0.747783 -0.105773 -3.173376 -0.2 0.0 -0.1
C 2.097492 0.037520 -3.647881 0.0 0.0 0.0
C 2.834562 -1.279181 -3.450571 0.0 0.0 0.0
C 2.709773 1.155472 -2.817860 0.0 0.0 0.0
C 2.085640 0.421811 -5.123098 0.0 0.0 0.0
O -1.679983 -0.129524 -2.907337 -0.2 0.1 0.1
C -3.105204 -0.086417 -3.105232 0.0 0.0 0.0
C -3.719729 -1.438913 -2.769244 0.0 0.0 0.0
C -3.391915 0.295564 -4.551506 0.0 0.0 0.0
C -3.650615 0.975972 -2.165027 0.0 0.0 0.0
H 0.953137 -5.095059 -1.150261 0.0 0.0 0.0
H 1.758347 -3.787275 -2.035364 0.0 0.0 0.0
H 1.046942 -3.468295 -0.447021 0.0 0.0 0.0
H -1.557445 -5.038604 -0.850177 0.0 0.0 0.0
H -1.506122 -3.395945 -0.198569 0.0 0.0 0.0
H -2.512189 -3.760083 -1.607682 0.0 0.0 0.0
H -0.561525 -5.466775 -3.177140 0.0 0.0 0.0
H -1.483065 -4.123920 -3.855699 0.0 0.0 0.0
H 0.280190 -4.172937 -4.032588 0.0 0.0 0.0
H 2.733456 -1.620515 -2.420672 0.0 0.0 0.0
H 2.421609 -2.048401 -4.109587 0.0 0.0 0.0
H 3.895657 -1.173974 -3.681164 0.0 0.0 0.0
H 2.640485 0.923268 -1.752639 0.0 0.0 0.0
H 3.759087 1.305677 -3.075524 0.0 0.0 0.0
H 2.168059 2.084607 -3.001198 0.0 0.0 0.0
H 1.602177 -0.347031 -5.728884 0.0 0.0 0.0
H 1.563196 1.366008 -5.272926 -0.1 0.0 0.0
H 3.106875 0.534580 -5.488778 0.0 0.0 0.0
H -3.304782 -2.226977 -3.401962 0.0 0.0 0.0
H -3.523674 -1.692361 -1.726172 0.0 0.0 0.0
H -4.799418 -1.418788 -2.922946 0.0 0.0 0.0
H -3.045640 -0.476362 -5.241433 0.0 0.0 0.0
H -4.464142 0.421880 -4.704465 0.0 0.0 0.0
H -2.896534 1.234869 -4.800256 0.0 0.0 0.0
H -3.389149 0.714940 -1.138516 0.0 0.0 0.0
H -3.228305 1.952155 -2.402839 0.0 0.0 0.0
H -4.737438 1.035590 -2.233291 0.0 0.0 0.0
F -0.138289 8.005462 -2.951427 0.0 -0.1 0.1
C -0.073649 6.828350 -2.346383 0.0 0.0 0.0
C 0.251350 6.752434 -1.003582 0.0 0.1 0.0
F 0.506902 7.860175 -0.314750 0.0 -0.1 -0.1
C 0.310877 5.512243 -0.389907 0.0 0.1 0.0
F 0.644614 5.499849 0.903927 0.0 0.0 -0.1
C 0.051193 4.325011 -1.068250 0.1 0.1 0.1
P 0.092153 2.724873 -0.152060 0.0 0.0 -0.1
C -1.144834 3.117425 1.146636 0.0 -0.1 0.0
C -2.469089 2.909213 0.761869 0.0 0.0 0.0
C -3.513858 3.173486 1.635197 0.0 0.0 0.0
C -3.242217 3.635978 2.914670 0.0 0.0 0.0
C -1.926200 3.844081 3.305769 0.0 0.0 0.0
C -0.881944 3.593147 2.427466 0.0 0.0 0.0
C 1.725391 2.825133 0.659937 0.0 0.0 0.0
C 1.941379 2.190349 1.882492 0.0 0.0 0.0
C 3.185730 2.231198 2.491687 0.0 0.0 0.0
C 4.241920 2.885980 1.873343 0.0 0.0 0.0
C 4.047961 3.486258 0.637604 0.0 0.0 0.0
C 2.798732 3.455621 0.033966 0.0 0.0 0.0
C -0.268017 4.430971 -2.424442 0.0 0.0 0.0
Br -0.640755 2.915232 -3.465611 0.0 -0.1 0.0
C -0.330674 5.663262 -3.052140 0.0 0.1 -0.1
F -0.639782 5.763989 -4.343658 0.0 0.0 0.1
H -2.687445 2.556531 -0.238998 0.0 0.0 0.0
H -4.535985 3.025864 1.311339 0.0 0.0 0.0
H -4.051464 3.841370 3.602578 0.0 0.0 0.0
H -1.709672 4.218924 4.297414 0.0 0.0 0.0
H 0.133419 3.795293 2.740214 0.0 0.0 0.0
H 1.126164 1.679197 2.381376 0.0 0.0 0.0
H 3.327723 1.750868 3.451182 0.0 0.0 0.0
H 5.210761 2.928447 2.352623 0.0 0.0 0.0
H 4.866178 3.995971 0.146416 0.0 0.0 0.0
H 2.662540 3.945464 -0.922753 0.0 0.0 0.0
N 8.768115 -2.123568 -0.620227 0.1 0.0 0.0
C 7.647299 -1.928184 -0.468663 0.0 0.0 0.0
C 6.243094 -1.682775 -0.282127 0.0 0.0 0.0
C 5.354022 -2.754655 -0.241795 0.0 0.0 0.0
C 4.004336 -2.516456 -0.067799 0.0 0.0 0.0
C 3.535057 -1.207885 0.068717 0.0 0.0 0.0
C 4.433938 -0.139744 0.036768 0.0 0.0 0.0
C 5.783542 -0.375558 -0.139763 0.0 0.0 0.0
C 2.133843 -0.947408 0.233431 0.0 0.1 0.2
C 0.964659 -0.670337 0.433525 0.2 -0.1 -0.3
H 5.725750 -3.763986 -0.347585 0.0 0.0 0.0
H 3.310809 -3.342459 -0.044493 -0.1 -0.1 0.0
H 4.069235 0.868904 0.160359 0.0 0.0 0.0
H 6.485996 0.445873 -0.165644 0.0 0.0 0.0
C -4.194391 -2.791628 3.644660 0.0 0.0 0.0
Si -4.036001 -1.016967 3.076801 -0.1 0.0 0.0
C -2.986556 -0.048866 4.291697 -0.1 0.0 0.0
C -5.728770 -0.244335 2.911370 0.1 0.0 0.0
C -3.264765 -0.977744 1.339813 0.5 0.0 0.0
Te -1.046944 -0.494764 1.464371 -0.6 0.0 0.4
C -0.590528 -2.421743 2.252941 0.0 0.1 0.0
Si 0.627846 -2.448377 3.726163 0.0 0.0 0.0
C 2.101004 -3.470862 3.214470 0.0 0.0 0.0
C 1.202890 -0.725099 4.169848 0.0 0.0 0.0
C -0.279061 -3.227927 5.161837 0.0 0.0 0.0
H -4.742778 -2.827554 4.588471 0.0 0.0 0.0
H -3.233467 -3.277201 3.819594 0.0 0.0 0.0
H -4.749779 -3.391005 2.921318 0.0 0.0 0.0
H -3.579841 0.180963 5.180371 0.0 0.0 0.0
H -2.628956 0.901465 3.890126 0.0 0.0 0.0
H -2.121847 -0.627526 4.623602 0.1 0.0 0.0
H -6.246344 -0.230618 3.872052 0.0 0.0 0.0
H -6.345579 -0.803620 2.206160 0.0 0.0 0.0
H -5.657414 0.784613 2.554849 0.0 0.0 0.0
H -3.645378 -0.159505 0.730739 -0.1 0.0 0.0
H -3.321238 -1.910799 0.778683 -0.1 0.0 0.0
H -0.199003 -3.004013 1.420041 0.0 0.0 0.0
H -1.559507 -2.840363 2.523299 0.0 0.0 0.0
H 2.600992 -3.003522 2.364576 0.0 0.0 0.0
H 1.813638 -4.483978 2.927186 0.0 0.0 0.0
H 2.828754 -3.547321 4.023762 0.0 0.0 0.0
H 1.747530 -0.263979 3.342298 0.0 0.0 0.0
H 1.891540 -0.797155 5.014815 0.0 0.0 0.0
H 0.386473 -0.063080 4.464406 0.0 0.0 0.0
H -0.612019 -4.239284 4.921031 0.0 0.0 0.0
H -1.159566 -2.645882 5.439719 0.0 0.0 0.0
H 0.361301 -3.292990 6.042921 0.0 0.0 0.0
```
Positions in Å, forces in eV/Å.

Properties
Multiplicity = 2
Kohn-Sham gap (spin up / spin down) = 7.6 / 6.8 eV
Net charge = +1
Energy relative to the best compared isomer or geometry (same formula, charge and spin) = 28.2 kJ/mol

Atom charges from the Löwdin analysis, given in e for atoms 1 to 8: Mg 0.477; C -0.023; C -0.665; C -0.014; C -0.059; O -0.383; Ge 1.082; O -0.423



> Number 2 is which compound?

C47H63BrF4GeMgNO3PSi2Te



> multiplicity of number 2 (C47H63BrF4GeMgNO3PSi2Te)?

2